# 1
# C35H65IN8O10

A 8-piece molecular cluster, C35H65IN8O10 overall in a non-equilibrium geometry (ωB97M-V/def2-TZVPD, the OMol25 dataset).

Last column: Mulliken charge in e.
Element x y z (Å)
O1 1.68 5.20 -5.97  -0.523
C1 2.39 5.52 -5.00  0.046
N1 3.28 6.69 -4.80  -0.280
C2 4.45 6.20 -4.00  -0.075
O2 5.62 6.60 -4.20  -0.525
C3 3.89 5.12 -2.99  0.350
C4 4.44 4.55 -1.66  -0.658
C5 3.53 3.49 -0.94  1.120
C6 3.97 2.82 0.45  -0.975
C7 4.86 1.50 0.22  -0.525
C8 4.10 0.31 -0.55  -0.966
I1 3.05 -1.06 0.83  -0.009
C9 2.17 3.10 -1.59  0.625
C10 1.18 2.05 -0.86  -0.560
C11 0.03 2.98 -0.16  -0.452
C12 0.65 4.27 0.57  -0.316
O3 -0.33 4.88 1.49  -0.423
C13 1.66 3.65 -2.95  -0.762
C14 2.55 4.69 -3.65  0.125
H1 2.79 7.50 -4.37  0.333
H2 5.43 4.92 -1.25  0.464
H3 3.09 2.54 1.12  0.209
H4 4.62 3.53 1.09  0.402
H5 5.75 1.82 -0.44  0.310
H6 5.21 1.10 1.23  0.402
H7 4.92 -0.35 -1.04  0.494
H8 3.43 0.65 -1.41  0.333
H9 0.75 1.33 -1.63  0.459
H10 1.69 1.49 -0.01  -0.227
H11 -0.62 3.36 -1.04  0.146
H12 -0.59 2.32 0.55  0.366
H13 0.96 5.10 -0.15  0.160
H14 1.55 4.00 1.24  0.235
H15 0.26 5.44 2.06  0.301
H16 0.68 3.35 -3.45  0.402
C15 1.66 -3.86 -2.63  0.059
O4 1.77 -2.65 -2.81  -0.616
N2 2.62 -4.67 -2.12  0.190
C16 2.41 -6.09 -1.94  -1.009
C17 3.89 -4.09 -1.74  -0.639
H17 0.73 -4.39 -2.89  0.326
H18 2.53 -6.34 -0.88  0.331
H19 3.16 -6.64 -2.53  0.378
H20 1.41 -6.38 -2.27  0.323
H21 3.72 -3.33 -0.98  -0.051
H22 4.35 -3.62 -2.61  0.272
H23 4.56 -4.86 -1.34  0.406
C18 -1.33 4.48 4.10  0.439
O5 -0.30 5.13 4.17  -0.688
N3 -2.27 4.40 5.09  0.140
C19 -3.47 3.60 4.93  -0.923
C20 -2.06 5.13 6.32  -0.959
H24 -1.59 3.89 3.21  0.050
H25 -4.34 4.26 5.03  0.340
H26 -3.50 2.84 5.72  0.341
H27 -3.50 3.11 3.96  0.304
H28 -1.97 6.19 6.10  0.289
H29 -1.13 4.78 6.78  0.294
H30 -2.89 4.96 7.01  0.381
C21 -1.38 -5.81 -0.03  0.794
O6 -0.18 -5.76 -0.25  -0.600
N4 -2.27 -4.83 -0.35  0.129
C22 -3.69 -4.96 -0.06  -0.822
C23 -1.80 -3.62 -0.99  -0.830
H31 -1.84 -6.69 0.45  -0.315
H32 -4.25 -4.90 -0.99  0.320
H33 -3.99 -4.15 0.61  0.334
H34 -3.90 -5.92 0.43  0.184
H35 -1.32 -3.88 -1.93  0.152
H36 -1.06 -3.14 -0.34  0.315
H37 -2.63 -2.93 -1.18  0.376
C24 4.83 7.34 0.69  0.121
O7 4.10 6.84 1.52  -0.616
N5 4.67 8.57 0.14  0.147
C25 5.59 9.10 -0.85  -0.968
C26 3.55 9.39 0.56  -0.933
H38 5.72 6.80 0.30  0.301
H39 6.04 10.02 -0.47  0.367
H40 5.04 9.32 -1.77  0.334
H41 6.38 8.39 -1.07  0.319
H42 3.61 9.56 1.63  0.291
H43 2.62 8.85 0.34  0.270
H44 3.55 10.35 0.03  0.386
C27 -1.09 -8.59 1.37  0.248
O8 -2.10 -8.46 0.68  -0.714
N6 -0.94 -9.47 2.39  0.145
C28 0.28 -9.56 3.16  -0.935
C29 -2.05 -10.35 2.73  -0.862
H45 -0.20 -7.97 1.20  0.144
H46 0.69 -10.57 3.07  0.336
H47 0.06 -9.35 4.21  0.337
H48 1.02 -8.84 2.80  0.312
H49 -2.29 -10.96 1.86  0.370
H50 -2.92 -9.75 2.99  0.196
H51 -1.78 -11.00 3.57  0.381
C30 -4.45 4.90 -1.18  0.097
O9 -4.71 4.80 0.01  -0.582
N7 -3.61 5.82 -1.72  0.162
C31 -3.35 5.87 -3.15  -0.922
C32 -2.94 6.77 -0.85  -0.819
H52 -4.90 4.23 -1.93  0.279
H53 -2.28 5.72 -3.32  0.311
H54 -3.64 6.86 -3.52  0.336
H55 -3.91 5.11 -3.68  0.313
H56 -2.34 6.22 -0.12  0.147
H57 -3.70 7.35 -0.32  0.300
H58 -2.30 7.43 -1.42  0.376
C33 -5.19 -11.33 0.26  0.072
O10 -4.26 -11.45 1.04  -0.544
N8 -5.89 -10.19 0.04  0.137
C34 -7.00 -10.13 -0.90  -0.935
C35 -5.53 -8.99 0.77  -0.823
H59 -5.55 -12.19 -0.34  0.268
H60 -6.77 -9.39 -1.67  0.328
H61 -7.90 -9.83 -0.36  0.331
H62 -7.16 -11.10 -1.37  0.299
H63 -4.49 -8.74 0.54  0.234
H64 -5.61 -9.18 1.84  0.271
H65 -6.17 -8.16 0.49  0.371

- SMILES = O=C1NC(=O)c2cc(CCCI)c(CCCO)cc21.CN(C)C=O.CN(C)C=O.CN(C)C=O.CN(C)C=O.CN(C)C=O.CN(C)C=O.CN(C)C=O
- multiplicity = 1
- gap between HOMO and LUMO (hartree) = 0.299
- E_HOMO (eV) = -8.7
- strongest force on any atom (eV/Å) = 4.53
- E_tot (Ha) = -2860.57660



# 2
# C35H70Br2GaO8

C35H70Br2GaO8 as an isolated structure (ωB97M-V/def2-TZVPD, the OMol25 dataset).

Last column: Mulliken charge in e.
Element x y z (Å)
C1 1.98 1.33 -0.15  -1.187
C2 1.17 2.51 -0.60  0.439
Br1 2.23 3.98 -1.33  -0.289
C3 -0.15 2.55 -0.50  0.035
Ga1 -1.19 0.92 0.27  -0.110
Br2 -1.13 4.10 -1.10  -0.250
H1 3.03 1.58 -0.15  0.386
H2 1.66 1.09 0.85  0.275
H3 1.78 0.47 -0.78  0.224
H4 -2.74 1.31 0.25  -0.180
H5 -0.63 0.48 1.71  -0.310
H6 -1.00 -0.24 -0.82  -0.152
C4 0.57 -4.53 -3.10  -0.044
C5 -0.51 -3.61 -3.65  -0.716
C6 -0.94 -2.84 -2.41  -0.059
O1 0.22 -2.76 -1.57  -0.312
C7 1.23 -3.63 -2.06  -0.561
H7 1.27 -4.91 -3.84  0.151
H8 0.11 -5.39 -2.61  0.074
H9 -0.07 -2.93 -4.39  0.316
H10 -1.34 -4.14 -4.13  0.371
H11 -1.73 -3.37 -1.86  0.043
H12 -1.30 -1.83 -2.64  0.231
H13 2.02 -3.03 -2.51  0.294
H14 1.65 -4.19 -1.22  0.273
C8 -4.73 1.30 5.14  -0.394
C9 -4.04 -0.03 4.91  -0.649
C10 -4.37 -0.30 3.44  -0.370
O2 -4.47 0.97 2.82  -0.296
C11 -4.51 2.00 3.80  -0.157
H15 -4.33 1.87 5.98  0.252
H16 -5.80 1.15 5.31  0.277
H17 -2.96 0.08 5.03  0.256
H18 -4.38 -0.83 5.57  0.367
H19 -5.33 -0.83 3.34  0.240
H20 -3.59 -0.88 2.94  0.240
H21 -3.55 2.52 3.78  -0.032
H22 -5.30 2.71 3.56  0.287
C12 0.15 4.92 5.34  -0.537
C13 -0.92 5.99 5.15  -0.657
C14 -2.19 5.16 5.16  -0.150
O3 -1.94 4.03 6.01  -0.369
C15 -0.54 3.96 6.30  -0.429
H23 1.09 5.30 5.73  0.356
H24 0.35 4.42 4.39  0.244
H25 -0.92 6.68 5.99  0.259
H26 -0.80 6.57 4.23  0.371
H27 -2.42 4.78 4.16  0.232
H28 -3.06 5.71 5.53  0.178
H29 -0.39 4.26 7.34  0.248
H30 -0.21 2.93 6.19  0.268
C16 2.89 -9.08 -3.13  -0.705
C17 3.40 -9.09 -4.57  -0.138
C18 2.44 -8.14 -5.25  -0.546
O4 2.05 -7.18 -4.27  -0.326
C19 2.47 -7.62 -2.97  -0.344
H31 3.63 -9.38 -2.40  0.353
H32 2.02 -9.73 -3.03  0.307
H33 4.42 -8.69 -4.61  -0.005
H34 3.41 -10.08 -5.02  0.383
H35 1.54 -8.66 -5.60  0.369
H36 2.88 -7.62 -6.10  0.183
H37 3.31 -7.00 -2.65  0.248
H38 1.65 -7.49 -2.26  0.306
C20 7.25 -5.29 -5.80  -0.558
C21 6.02 -4.62 -5.19  -0.594
C22 5.04 -5.79 -5.10  0.048
O5 5.84 -6.96 -4.89  -0.342
C23 7.22 -6.65 -5.13  -0.555
H39 8.18 -4.75 -5.62  0.350
H40 7.12 -5.40 -6.88  0.259
H41 6.25 -4.24 -4.20  0.280
H42 5.63 -3.80 -5.79  0.389
H43 4.48 -5.91 -6.03  0.123
H44 4.33 -5.68 -4.28  -0.072
H45 7.74 -6.63 -4.16  0.292
H46 7.66 -7.44 -5.74  0.289
C24 -5.35 -0.07 -1.73  -0.416
C25 -6.19 -0.10 -3.00  -0.584
C26 -5.34 -0.97 -3.91  -0.446
O6 -4.64 -1.89 -3.07  -0.402
C27 -4.78 -1.47 -1.70  -0.149
H47 -5.91 0.18 -0.83  0.289
H48 -4.54 0.66 -1.83  0.200
H49 -7.15 -0.59 -2.80  0.280
H50 -6.39 0.89 -3.42  0.331
H51 -4.60 -0.37 -4.45  0.284
H52 -5.93 -1.53 -4.64  0.267
H53 -5.46 -2.17 -1.19  0.250
H54 -3.81 -1.51 -1.20  0.116
C28 -5.77 7.34 9.13  -0.540
C29 -5.08 6.00 8.92  -0.591
C30 -5.40 5.71 7.46  0.071
O7 -5.50 6.98 6.81  -0.410
C31 -5.54 8.02 7.78  -0.419
H55 -5.38 7.92 9.96  0.347
H56 -6.84 7.19 9.29  0.259
H57 -4.00 6.11 9.05  0.252
H58 -5.43 5.21 9.59  0.373
H59 -6.36 5.20 7.36  0.255
H60 -4.63 5.11 6.97  -0.096
H61 -4.57 8.55 7.77  0.258
H62 -6.32 8.73 7.52  0.259
C32 6.05 5.04 -3.87  -0.510
C33 6.21 4.89 -2.37  -0.426
C34 6.62 3.43 -2.24  -0.276
O8 7.34 3.11 -3.44  -0.417
C35 7.17 4.15 -4.40  -0.413
H63 6.12 6.06 -4.23  0.345
H64 5.08 4.64 -4.18  0.224
H65 7.02 5.54 -2.01  0.267
H66 5.32 5.13 -1.80  0.243
H67 5.74 2.78 -2.18  0.167
H68 7.26 3.23 -1.38  0.270
H69 8.11 4.71 -4.47  0.249
H70 6.95 3.71 -5.37  0.267

- multiplicity = 1
- gap between HOMO and LUMO (hartree) = 0.264
- charge = -1
- E_HOMO (eV) = -5.0
- strongest force on any atom (eV/Å) = 0.71
- E_tot (Ha) = -9050.16956



# 3
# C35H70N6S

A 5-piece molecular cluster, C35H70N6S overall in a non-equilibrium geometry (ωB97M-V/def2-TZVPD, the OMol25 dataset).

Last column: Mulliken charge in e.
Element x y z (Å)
C1 -5.48 -2.04 -2.40  -0.517
C2 -6.10 -3.12 -1.70  -0.182
C3 -6.69 -4.52 -1.00  -0.148
C4 -7.12 -4.28 0.56  -0.553
C5 -7.25 -5.65 1.46  -0.717
C6 -5.96 -6.69 1.28  0.300
C7 -6.11 -8.21 0.69  -0.373
C8 -4.74 -9.10 0.53  -0.511
C9 -3.30 -8.40 0.97  0.434
N1 -1.88 -8.96 0.90  -0.486
S1 -0.65 -7.86 1.45  0.232
N2 -1.63 -6.44 1.90  -0.484
C10 -3.07 -6.89 1.57  0.348
C11 -4.49 -6.06 1.71  -0.211
H1 -4.67 -1.46 -3.07  0.288
H2 -5.83 -5.33 -1.15  0.237
H3 -7.62 -4.94 -1.59  0.331
H4 -8.20 -3.77 0.58  0.344
H5 -6.40 -3.55 1.16  0.256
H6 -8.29 -6.20 1.35  0.349
H7 -7.21 -5.30 2.60  0.294
H8 -7.20 -8.58 0.40  0.276
H9 -4.80 -10.18 0.09  0.304
H10 -4.40 -4.94 2.10  0.211
C12 -1.89 -2.60 0.26  -1.569
C13 -1.53 -1.37 -0.57  0.115
N3 -0.12 -0.98 -0.48  0.298
C14 0.15 0.35 -1.04  -0.287
C15 -0.07 0.55 -2.53  -1.240
C16 0.86 -2.01 -0.83  -0.436
C17 0.77 -2.64 -2.22  -1.013
H11 -1.59 -2.46 1.31  0.316
H12 -2.97 -2.76 0.24  0.456
H13 -1.41 -3.50 -0.12  0.312
H14 -2.14 -0.54 -0.19  -0.011
H15 -1.84 -1.54 -1.61  0.256
H16 1.19 0.64 -0.79  0.119
H17 -0.47 1.07 -0.50  0.217
H18 0.72 0.08 -3.12  0.283
H19 -0.05 1.62 -2.76  0.468
H20 -1.04 0.17 -2.86  0.280
H21 0.78 -2.82 -0.09  0.386
H22 1.88 -1.62 -0.68  0.098
H23 -0.25 -2.90 -2.50  0.279
H24 1.36 -3.56 -2.24  0.392
H25 1.19 -1.98 -2.98  0.201
C18 4.63 -0.59 -2.45  -1.033
C19 5.93 -1.31 -2.08  -0.393
N4 6.92 -0.44 -1.44  0.125
C20 8.25 -1.05 -1.35  -0.699
C21 8.40 -2.30 -0.49  -0.952
C22 6.48 0.26 -0.23  -0.488
C23 5.96 -0.57 0.93  -1.116
H26 4.83 0.29 -3.07  0.313
H27 3.98 -1.26 -3.02  0.420
H28 4.07 -0.27 -1.56  0.004
H29 6.35 -1.70 -3.01  0.440
H30 5.68 -2.18 -1.46  0.255
H31 8.97 -0.30 -1.01  0.352
H32 8.57 -1.30 -2.37  0.409
H33 8.39 -2.06 0.57  0.217
H34 9.37 -2.77 -0.69  0.397
H35 7.63 -3.05 -0.70  0.271
H36 5.69 0.97 -0.52  0.199
H37 7.29 0.91 0.13  0.323
H38 5.27 -1.35 0.61  0.227
H39 5.42 0.07 1.64  0.401
H40 6.78 -1.04 1.49  0.320
C24 2.94 3.11 -0.62  -1.219
C25 2.59 3.96 0.60  -0.341
N5 3.65 4.01 1.61  0.179
C26 3.20 4.58 2.89  -0.696
C27 2.77 6.04 2.90  -0.987
C28 4.96 4.47 1.15  -0.251
C29 5.05 5.85 0.51  -1.141
H41 3.23 2.10 -0.32  0.159
H42 2.07 3.03 -1.27  0.367
H43 3.75 3.55 -1.20  0.397
H44 1.69 3.51 1.05  0.426
H45 2.30 4.96 0.26  0.221
H46 3.99 4.44 3.64  0.344
H47 2.36 3.97 3.25  0.411
H48 3.62 6.72 2.84  0.230
H49 2.26 6.26 3.85  0.402
H50 2.07 6.27 2.09  0.261
H51 5.35 3.73 0.44  -0.134
H52 5.68 4.43 1.99  0.470
H53 4.25 6.02 -0.22  0.237
H54 6.00 5.94 -0.03  0.436
H55 5.02 6.65 1.25  0.275
C30 -4.22 1.70 -0.49  -1.513
C31 -3.84 2.67 0.62  -0.432
N6 -3.26 3.93 0.14  0.204
C32 -2.63 4.72 1.20  -0.533
C33 -3.52 5.26 2.31  -1.073
C34 -4.07 4.69 -0.81  -0.719
C35 -5.46 5.12 -0.38  -0.981
H56 -3.37 1.50 -1.15  0.235
H57 -4.55 0.75 -0.06  0.469
H58 -5.05 2.09 -1.10  0.386
H59 -3.10 2.16 1.25  0.498
H60 -4.71 2.85 1.26  0.287
H61 -2.08 5.56 0.75  0.384
H62 -1.85 4.10 1.67  0.258
H63 -4.13 6.11 1.96  0.222
H64 -2.91 5.63 3.13  0.423
H65 -4.19 4.50 2.72  0.275
H66 -4.16 4.10 -1.73  0.361
H67 -3.51 5.59 -1.13  0.375
H68 -6.02 4.31 0.11  0.252
H69 -6.04 5.43 -1.25  0.374
H70 -5.43 5.98 0.30  0.269

- SMILES = C#CCCCc1ccc2nsnc2c1.CCN(CC)CC.CCN(CC)CC.CCN(CC)CC.CCN(CC)CC
- multiplicity = 1
- gap between HOMO and LUMO (hartree) = 0.231
- E_HOMO (eV) = -8.0
- strongest force on any atom (eV/Å) = 10.06
- E_tot (Ha) = -2101.68618



# 4
# C35H70O20

A 10-piece molecular cluster, C35H70O20 overall in a non-equilibrium geometry (ωB97M-V/def2-TZVPD, the OMol25 dataset).

Last column: Mulliken charge in e.
Element x y z (Å)
C1 4.58 -5.23 1.74  -0.665
C2 3.90 -4.22 0.83  0.012
C3 2.51 -4.07 1.46  0.238
O1 2.37 -5.04 2.49  -0.469
C4 3.41 -6.01 2.38  -0.504
H1 5.13 -4.69 2.52  0.263
H2 5.23 -5.93 1.22  0.348
H3 3.84 -4.66 -0.17  0.281
H4 4.45 -3.28 0.77  -0.188
H5 1.77 -4.27 0.69  -0.084
H6 2.37 -3.06 1.84  0.148
H7 3.01 -6.74 1.68  0.291
H8 3.66 -6.43 3.36  0.329
C5 -5.40 -2.13 2.79  -0.472
C6 -5.20 -1.22 3.97  -0.874
C7 -4.59 0.03 3.41  -0.619
O2 -3.78 -0.59 2.40  -0.028
C8 -4.58 -1.55 1.72  -0.031
H9 -6.45 -2.18 2.50  0.405
H10 -5.04 -3.13 3.07  0.109
H11 -4.53 -1.74 4.65  0.308
H12 -6.12 -0.97 4.50  0.330
H13 -4.01 0.61 4.14  0.369
H14 -5.20 0.71 2.82  0.342
H15 -4.06 -2.26 1.07  -0.072
H16 -5.21 -1.14 0.93  0.236
C9 -2.12 -4.90 1.23  -0.379
C10 -1.57 -4.10 0.12  0.996
C11 -2.54 -4.14 -1.04  -0.245
O3 -3.76 -4.59 -0.41  -0.464
C12 -3.45 -5.44 0.68  -0.704
H17 -2.50 -4.28 2.04  0.005
H18 -1.34 -5.57 1.59  0.494
H19 -0.57 -4.42 -0.19  0.252
H20 -1.37 -3.07 0.45  -0.906
H21 -2.29 -4.82 -1.85  0.371
H22 -2.67 -3.14 -1.46  -0.077
H23 -3.19 -6.48 0.45  0.255
H24 -4.27 -5.44 1.40  0.458
C13 1.20 4.53 -0.27  -0.762
C14 1.46 3.22 -0.94  -0.034
C15 0.10 2.90 -1.57  -0.334
O4 -0.81 3.44 -0.66  -0.270
C16 -0.36 4.66 -0.03  -0.394
H25 1.35 5.31 -1.02  0.301
H26 1.67 4.50 0.71  0.342
H27 1.72 2.48 -0.18  -0.137
H28 2.35 3.25 -1.57  0.487
H29 -0.16 1.85 -1.67  -0.019
H30 -0.13 3.31 -2.55  0.277
H31 -0.42 4.70 1.06  0.174
H32 -0.84 5.58 -0.36  0.376
C17 -4.92 1.74 -4.27  -0.765
C18 -3.51 1.20 -4.14  -0.353
C19 -3.67 -0.14 -3.47  0.063
O5 -4.63 0.17 -2.51  -0.303
C20 -5.47 1.24 -2.92  -0.323
H33 -5.35 1.19 -5.12  0.350
H34 -4.99 2.82 -4.37  0.327
H35 -2.98 1.79 -3.39  -0.032
H36 -3.11 1.11 -5.15  0.450
H37 -2.79 -0.48 -2.93  -0.091
H38 -3.97 -0.93 -4.16  0.246
H39 -5.41 2.09 -2.23  0.211
H40 -6.47 0.99 -3.29  0.266
C21 2.85 -0.89 -0.97  0.292
O6 1.42 -1.04 -1.04  -0.511
C22 0.62 -0.39 -0.21  0.976
O7 0.98 0.34 0.71  -0.696
O8 -0.61 -0.73 -0.51  -0.509
C23 -1.64 -0.05 0.23  0.916
H41 3.17 -0.82 -2.01  -0.069
H42 3.32 -1.77 -0.51  -0.007
H43 3.26 0.00 -0.49  0.156
H44 -2.61 -0.45 -0.06  -0.025
H45 -1.57 1.01 0.00  -0.624
H46 -1.40 -0.18 1.28  -0.021
C24 -5.02 6.87 2.56  -0.632
O9 -5.10 5.84 1.56  -0.352
C25 -4.30 4.75 1.66  0.691
O10 -3.33 4.58 2.37  -0.514
O11 -4.61 3.96 0.64  -0.413
C26 -3.94 2.67 0.41  0.598
H47 -5.20 6.53 3.58  0.295
H48 -5.70 7.70 2.43  0.248
H49 -4.00 7.24 2.58  0.275
H50 -3.11 2.78 -0.29  0.061
H51 -4.70 1.99 0.05  0.151
H52 -3.50 2.29 1.33  -0.406
C27 6.87 3.72 -6.29  -0.669
O12 5.78 2.89 -5.90  -0.348
C28 6.08 1.88 -5.17  0.873
O13 7.13 1.64 -4.65  -0.609
O14 4.98 1.20 -4.91  -0.362
C29 5.07 0.06 -4.10  -0.260
H53 7.45 4.03 -5.42  0.302
H54 6.54 4.60 -6.85  0.240
H55 7.59 3.22 -6.93  0.303
H56 5.57 -0.74 -4.65  0.361
H57 4.04 -0.25 -3.91  0.117
H58 5.60 0.22 -3.17  -0.016
C30 5.64 0.18 1.82  -0.164
O15 6.77 0.36 0.95  -0.347
C31 6.74 -0.08 -0.25  0.832
O16 5.81 -0.75 -0.73  -0.532
O17 7.96 0.11 -0.82  -0.383
C32 8.22 -0.36 -2.15  -0.277
H59 5.68 0.91 2.63  0.290
H60 5.54 -0.86 2.15  0.242
H61 4.72 0.40 1.28  -0.123
H62 7.92 -1.40 -2.29  0.274
H63 9.29 -0.29 -2.30  0.274
H64 7.60 0.19 -2.86  -0.004
C33 -0.38 -1.74 3.54  -0.009
O18 -0.93 -0.99 4.67  -0.456
C34 -1.26 0.36 4.64  0.676
O19 -1.74 0.99 5.59  -0.636
O20 -0.83 0.88 3.49  -0.002
C35 -1.03 2.30 3.19  -0.643
H65 -0.05 -2.65 4.05  0.268
H66 0.47 -1.17 3.17  0.233
H67 -1.11 -1.90 2.75  -0.072
H68 -0.48 2.52 2.28  -0.048
H69 -0.75 2.94 4.03  0.450
H70 -2.09 2.44 2.99  0.231

- SMILES = COC(=O)OC.COC(=O)OC.COC(=O)OC.COC(=O)OC.COC(=O)OC.C1CCOC1.C1CCOC1.C1CCOC1.C1CCOC1.C1CCOC1
- multiplicity = 1
- gap between HOMO and LUMO (hartree) = 0.366
- E_HOMO (eV) = -9.5
- strongest force on any atom (eV/Å) = 4.55
- E_tot (Ha) = -2880.22449